1.
{
  "formula": "C5H7N3O",
  "method": "wB97M-V/def2-TZVPD",
  "smiles": "Nn1cc2n(c1=O)CC2",
  "max_force_ha_per_bohr": 0.051,
  "e_tot_ev": -11814.0343,
  "homo_energy_ev": -7.565,
  "elements": ["N", "N", "C", "C", "N", "C", "O", "C", "C", "H", "H", "H", "H", "H", "H", "H"],
  "xyz": [[-0.27404, 1.62789, -2.33454], [0.05314, 0.79446, -1.26733], [0.34455, 1.37909, -0.07580], [0.21378, 0.35649, 0.82314], [-0.23223, -0.75503, 0.15998], [-0.26978, -0.57665, -1.22487], [-0.49678, -1.25617, -2.21179], [-0.09054, -1.64089, 1.38804], [0.36853, -0.35833, 2.13302], [0.40998, 1.41783, -3.12904], [-1.18058, 1.29662, -2.67792], [0.46334, 2.43709, -0.00441], [-1.04260, -2.04082, 1.67569], [0.64642, -2.40119, 1.24476], [1.34617, -0.37035, 2.54103], [-0.25938, 0.08997, 2.96004]],
  "lowdin_charge": [0.079, -0.148, -0.016, -0.229, 0.054, -0.430, 0.038, -0.027, -0.075, 0.124, 0.093, 0.107, 0.106, 0.108, 0.089, 0.127]
}

2.
{
  "formula": "C5H7N3O2",
  "method": "wB97M-V/def2-TZVPD",
  "smiles": "NC(=O)c1[nH]cnc1CO",
  "max_force_ha_per_bohr": 0.074,
  "e_tot_ev": -13863.4058,
  "homo_energy_ev": -8.952,
  "elements": ["N", "C", "O", "C", "N", "C", "N", "C", "C", "O", "H", "H", "H", "H", "H", "H", "H"],
  "xyz": [[-0.24138, -2.45051, -0.57788], [0.09313, -1.35251, -1.28005], [0.18170, -1.48675, -2.51228], [-0.16043, -0.03126, -0.68572], [-1.10727, 0.80696, -1.22882], [-1.10686, 1.94684, -0.52327], [-0.27856, 1.86717, 0.50491], [0.27711, 0.62310, 0.45361], [1.14892, 0.17625, 1.59510], [1.45177, 1.25764, 2.43924], [0.30059, -2.66196, 0.24878], [-0.70647, -3.16720, -1.20514], [-1.73931, 0.54919, -1.97802], [-1.76713, 2.77923, -0.75014], [2.08536, -0.25749, 1.20356], [0.63491, -0.61224, 2.17315], [0.93391, 2.01352, 2.12300]],
  "lowdin_charge": [0.145, -0.474, 0.048, -0.135, 0.118, -0.160, 0.097, -0.212, -0.217, -0.064, 0.104, 0.149, 0.170, 0.127, 0.123, 0.120, 0.063]
}

3.
{
  "formula": "C5H7N3O2",
  "method": "wB97M-V/def2-TZVPD",
  "max_force_ha_per_bohr": 0.133,
  "e_tot_ev": -13855.7516,
  "homo_energy_ev": [-5.319, -9.383],
  "spin_multiplicity": 3,
  "elements": ["C", "C", "C", "C", "C", "N", "N", "N", "O", "O", "H", "H", "H", "H", "H", "H", "H"],
  "xyz": [[0.11099, 1.25518, -0.54021], [0.85202, -0.13252, 1.18883], [1.11271, 1.06711, 0.56380], [-0.50790, 0.06622, -0.75426], [-1.53501, -0.36711, -1.76842], [-0.26728, -0.82713, 0.31855], [2.15533, 1.94524, 0.98282], [-0.74988, -2.06155, 0.70902], [-0.10175, -2.58405, 1.61524], [-1.73662, -2.47450, 0.16379], [-0.05243, 2.12828, -1.18702], [1.29593, -0.67647, 1.96648], [-1.16031, -1.16606, -2.41330], [-2.46795, -0.80419, -1.32027], [-1.77864, 0.48410, -2.40626], [2.00654, 2.80184, 1.39440], [2.82425, 1.34562, 1.48681]],
  "lowdin_charge": [0.024, 0.142, -0.268, -0.249, -0.028, 0.072, 0.121, -0.459, -0.011, 0.025, 0.118, 0.095, 0.086, 0.094, 0.076, 0.059, 0.102]
}

4.
{
  "formula": "C5H7N3S",
  "method": "wB97M-V/def2-TZVPD",
  "max_force_ha_per_bohr": 0.099,
  "e_tot_ev": -20599.3862,
  "homo_energy_ev": [-5.791, -8.955],
  "spin_multiplicity": 3,
  "elements": ["C", "C", "C", "C", "C", "N", "N", "N", "S", "H", "H", "H", "H", "H", "H", "H"],
  "xyz": [[-0.64843, -0.75278, -1.42024], [-0.63923, -0.54269, -0.03227], [-1.65118, -1.40316, 0.50972], [1.35448, 1.02242, -0.03960], [2.04088, 2.05711, 0.69835], [-1.45395, -1.71030, -1.70605], [-2.09142, -2.04630, -0.58753], [0.27274, 0.41549, 0.47743], [-2.64946, -1.95682, 1.85825], [0.05169, -0.50001, -2.21699], [1.57784, 0.82201, -1.03682], [2.15082, 2.80163, -0.01862], [2.82556, 1.48213, 1.09843], [1.50879, 2.35225, 1.66642], [-2.90411, -2.71087, -0.74104], [0.25499, 0.66986, 1.49058]],
  "lowdin_charge": [-0.132, -0.184, -0.660, -0.239, -0.094, 0.039, -0.126, 0.014, 0.634, 0.118, 0.076, 0.059, 0.063, 0.108, 0.169, 0.155]
}

5.
{
  "formula": "C5H7N4",
  "method": "wB97M-V/def2-TZVPD",
  "charge": 1,
  "max_force_ha_per_bohr": 0.111,
  "e_tot_ev": -11245.6900,
  "homo_energy_ev": [-11.321, -13.117],
  "spin_multiplicity": 3,
  "elements": ["C", "C", "C", "C", "C", "N", "N", "N", "N", "H", "H", "H", "H", "H", "H", "H"],
  "xyz": [[1.45282, 1.30629, -1.46020], [0.78174, 2.00172, -0.43377], [1.02585, -1.11743, -1.59894], [-1.36163, -0.06569, 2.70683], [-1.68347, 0.01424, 1.38715], [1.01367, 0.06214, -1.60527], [-0.04575, 1.35089, 0.40916], [-1.11002, 0.70995, 0.28162], [0.53223, -2.29472, -1.74428], [2.33056, 1.70901, -1.86387], [1.01845, 2.97122, -0.05368], [-1.81398, -0.71806, 3.42372], [-0.50858, 0.48452, 3.15818], [-2.49308, -0.70723, 1.07167], [-0.22356, -2.52469, -2.27938], [1.08473, -3.18219, -1.39894]],
  "lowdin_charge": [-0.043, -0.033, -0.053, 0.038, -0.190, 0.165, 0.061, 0.085, 0.196, 0.115, 0.119, 0.054, 0.070, 0.114, 0.095, 0.209]
}

6.
{
  "formula": "C5H7N5",
  "method": "wB97M-V/def2-TZVPD",
  "smiles": "CC(C)n1nnnc1C#N",
  "max_force_ha_per_bohr": 0.142,
  "e_tot_ev": -12745.4409,
  "homo_energy_ev": -10.788,
  "elements": ["C", "C", "C", "N", "N", "N", "N", "C", "C", "N", "H", "H", "H", "H", "H", "H", "H"],
  "xyz": [[-0.63377, -1.23541, 0.89877], [-0.37925, 0.30107, 0.70211], [-1.67500, 1.10785, 0.45972], [0.36357, 0.47797, -0.49104], [0.27308, 1.50248, -1.38137], [1.23311, 1.49805, -2.16903], [2.12777, 0.50295, -1.96619], [1.71396, -0.18013, -0.95274], [2.26440, -1.33286, -0.41185], [2.78274, -2.30578, -0.00977], [-1.05173, -1.73554, -0.10407], [-1.28557, -1.40340, 1.74585], [0.37891, -1.74444, 0.93983], [0.25176, 0.65271, 1.56535], [-2.42213, 0.76315, -0.43202], [-1.60011, 2.24831, 0.40000], [-2.34175, 0.88302, 1.20644]],
  "lowdin_charge": [-0.049, -0.392, -0.085, -0.030, 0.038, -0.042, 0.086, -0.223, -0.168, 0.191, 0.132, 0.069, 0.054, 0.161, 0.141, 0.098, 0.020]
}

7.
{
  "formula": "C5H7N5O",
  "method": "wB97M-V/def2-TZVPD",
  "smiles": "CNc1ncnc(N)c1N=O",
  "max_force_ha_per_bohr": 0.104,
  "e_tot_ev": -14792.0203,
  "homo_energy_ev": -9.010,
  "elements": ["C", "N", "C", "N", "C", "N", "C", "N", "C", "N", "O", "H", "H", "H", "H", "H", "H", "H"],
  "xyz": [[2.86363, -0.03056, 0.29118], [1.70298, 0.86606, -0.14424], [0.30644, 0.63187, -0.30796], [-0.29220, 1.86480, -0.51373], [-1.66470, 1.89801, -0.09294], [-2.48882, 0.90580, 0.07072], [-1.93684, -0.31753, 0.00559], [-2.61585, -1.60054, -0.07294], [-0.55101, -0.40678, -0.11657], [-0.09254, -1.72373, -0.11438], [0.96485, -1.79673, -0.60962], [3.08499, -0.96134, -0.38302], [3.87405, 0.56215, 0.55653], [2.59386, -0.47763, 1.23336], [1.74678, 1.96450, -0.27056], [-2.05540, 2.85732, -0.05237], [-1.84028, -2.44464, 0.10921], [-3.59993, -1.79103, 0.41174]],
  "lowdin_charge": [-0.096, -0.004, -0.264, 0.093, -0.153, 0.104, -0.293, 0.059, -0.201, -0.038, -0.003, 0.093, 0.118, 0.044, 0.169, 0.082, 0.149, 0.142]
}

8.
{
  "formula": "C5H7N5O3P",
  "method": "wB97M-V/def2-TZVPD",
  "charge": 1,
  "max_force_ha_per_bohr": 0.081,
  "e_tot_ev": -28175.0585,
  "homo_energy_ev": -13.129,
  "elements": ["C", "C", "C", "C", "C", "N", "N", "N", "N", "N", "O", "O", "O", "P", "H", "H", "H", "H", "H", "H", "H"],
  "xyz": [[1.10648, -0.27204, 2.63664], [0.51588, 1.25133, -1.46954], [0.85433, 0.95356, 0.77384], [0.41806, -1.27111, -1.44999], [1.68745, -0.15177, 0.55827], [1.80343, -0.88526, 1.72772], [0.51850, 0.84102, 2.10070], [-0.14614, -0.06088, -1.43929], [0.27698, 1.77620, -0.18807], [-0.37262, -2.37945, -1.42159], [3.94836, -0.35252, -1.24425], [1.66748, -1.47139, -1.56407], [1.84152, 0.93900, -1.81706], [2.53716, -0.19731, -0.95977], [0.83360, -0.53505, 3.68553], [0.03674, 1.85190, -2.41251], [-0.05047, 1.64385, 2.55684], [-0.91447, -0.06987, -0.86206], [0.34771, 2.76074, 0.04769], [0.12982, -3.24005, -1.53507], [-1.34117, -2.41005, -1.12025]],
  "lowdin_charge": [-0.149, -0.323, -0.262, -0.428, -0.267, 0.111, 0.117, 0.166, 0.122, 0.262, -0.160, 0.047, -0.063, 0.625, 0.153, 0.237, 0.218, 0.137, 0.169, 0.141, 0.148]
}

9.
{
  "formula": "C5H7N5S",
  "method": "wB97M-V/def2-TZVPD",
  "max_force_ha_per_bohr": 0.102,
  "e_tot_ev": -23579.5787,
  "homo_energy_ev": -8.104,
  "elements": ["C", "C", "C", "C", "C", "N", "N", "N", "N", "N", "S", "H", "H", "H", "H", "H", "H", "H"],
  "xyz": [[-0.59932, -0.12703, 1.00910], [0.83488, -0.25046, -0.93366], [0.65069, -0.56343, 0.31708], [-0.23363, 0.35019, -1.77731], [1.78567, -1.14534, 1.07391], [-2.82331, 0.61322, 1.73961], [-0.81617, -0.15640, 2.38872], [-2.03316, 0.24901, 2.50868], [-1.58059, 0.31701, 0.25249], [-1.42759, 0.33355, -1.05793], [0.22702, 1.97619, -2.30653], [1.80115, -0.57177, -1.42753], [-0.26618, -0.16294, -2.76705], [2.63435, -1.14638, 0.40031], [1.56801, -2.10676, 1.47389], [2.09173, -0.65113, 1.96295], [-2.26348, 0.57466, -1.69202], [0.44993, 2.46780, -1.16471]],
  "lowdin_charge": [-0.263, -0.092, -0.216, -0.721, -0.047, 0.196, 0.057, -0.163, 0.029, -0.074, 0.805, 0.143, 0.110, 0.077, 0.077, 0.073, 0.187, -0.179]
}

10.
{
  "formula": "C5H7NO",
  "method": "wB97M-V/def2-TZVPD",
  "max_force_ha_per_bohr": 0.065,
  "e_tot_ev": -8830.7499,
  "homo_energy_ev": -8.704,
  "elements": ["O", "C", "C", "C", "C", "N", "C", "H", "H", "H", "H", "H", "H", "H"],
  "xyz": [[2.46135, 0.12749, 0.30232], [1.29184, 0.39131, -0.40317], [0.19420, -0.66746, -0.57587], [-0.43134, -0.48740, 0.83185], [-1.75335, -0.14755, 0.13125], [-0.78992, 0.49491, -0.81160], [0.09461, 0.90157, 0.38728], [3.03258, -0.40882, -0.26095], [1.45113, 0.97320, -1.32993], [0.17280, -1.56201, -1.20305], [-0.92891, -0.99646, 1.61979], [-2.32429, -1.00544, -0.26100], [-2.43256, 0.52975, 0.67507], [-0.03813, 1.85691, 0.89801]],
  "lowdin_charge": [0.003, -0.308, -0.143, -0.130, -0.172, 0.018, -0.141, 0.099, 0.154, 0.139, 0.113, 0.112, 0.112, 0.143]
}

11.
{
  "formula": "C5H7NO",
  "method": "wB97M-V/def2-TZVPD",
  "smiles": "Cc1cc(N)co1",
  "max_force_ha_per_bohr": 0.006,
  "e_tot_ev": -8835.3836,
  "homo_energy_ev": -8.377,
  "elements": ["C", "C", "C", "C", "N", "C", "O", "H", "H", "H", "H", "H", "H", "H"],
  "xyz": [[-0.79436, -1.87673, 1.28268], [-0.16612, -0.79002, 0.47667], [-0.66228, 0.36231, -0.03655], [0.44334, 1.02416, -0.67539], [0.49306, 2.26079, -1.36380], [1.51162, 0.21300, -0.50888], [1.16024, -0.89429, 0.19449], [-0.13511, -2.74248, 1.36265], [-1.72889, -2.19885, 0.81863], [-1.03284, -1.53186, 2.29414], [-1.70139, 0.66438, 0.00054], [0.16806, 3.00322, -0.76602], [-0.07588, 2.22779, -2.19388], [2.52056, 0.27858, -0.88527]],
  "lowdin_charge": [-0.015, -0.331, 0.016, -0.334, 0.064, -0.067, 0.032, 0.083, 0.082, 0.083, 0.115, 0.073, 0.073, 0.127]
}

12.
{
  "formula": "C5H7NO",
  "method": "wB97M-V/def2-TZVPD",
  "smiles": "[H]/N=C1\\OC[C@H]2C[C@@H]12",
  "max_force_ha_per_bohr": 0.010,
  "e_tot_ev": -8834.9840,
  "homo_energy_ev": -9.812,
  "elements": ["H", "N", "C", "O", "C", "C", "C", "C", "H", "H", "H", "H", "H", "H"],
  "xyz": [[-0.60593, 0.58763, 3.04735], [0.14942, 0.85292, 2.41636], [-0.05944, 0.40658, 1.25310], [-1.22007, -0.22725, 0.84564], [-1.02646, -0.97676, -0.36831], [0.37127, -0.61954, -0.83472], [0.50786, 0.81420, -1.21202], [0.94071, 0.37555, 0.15597], [-1.79175, -0.68246, -1.10388], [-1.16430, -2.05195, -0.19120], [1.01097, -1.39668, -1.23180], [-0.40048, 1.40805, -1.27855], [1.29287, 1.07252, -1.91228], [1.99531, 0.43717, 0.41433]],
  "lowdin_charge": [0.059, 0.156, -0.417, -0.021, -0.132, -0.204, -0.061, -0.146, 0.128, 0.124, 0.139, 0.121, 0.108, 0.148]
}

Summary of energy relative to the best compared isomer or geometry (same formula, charge and spin) in kcal/mol
54.3 18.0 110.9 2.5 32.1 76.9 85.7 0.0 33.6 125.7 18.9 28.1
(order as listed above)